[1]
Computed, not measured: C24H26N4O4 in the gas phase, with ωB97M-V/def2-TZVPD.

Properties
**Strongest force on any atom**: 0.99 eV Å⁻¹
**Highest occupied orbital energy**: -8.705 eV
**ΔE to the lowest compared entry with this formula, charge and spin**: 0.303 eV
**SMILES string**: Cc1ccnc(NC(=O)CCC(=O)N(CC(=O)NCc2ccccc2)Cc2ccco2)c1
**LUMO energy**: 0.76 eV
**Total charge**: 0

Each line ends with the Löwdin charge.
CARTESIAN COORDINATES (ANGSTROEM)
C 3.403 1.224 -3.254  -0.03
C 3.583 0.490 -1.965  -0.26
C 4.775 0.561 -1.245  -0.03
C 4.879 -0.137 -0.057  -0.15
N 3.901 -0.872 0.446  0.12
C 2.769 -0.946 -0.243  -0.29
N 1.781 -1.704 0.389  0.16
C 0.689 -2.276 -0.180  -0.46
O 0.455 -2.261 -1.369  0.07
C -0.206 -2.985 0.827  -0.07
C -1.593 -3.291 0.248  -0.08
C -2.619 -2.213 0.563  -0.46
O -3.149 -2.187 1.661  0.05
N -2.981 -1.333 -0.409  -0.05
C -2.234 -1.003 -1.596  -0.04
C -1.286 0.197 -1.446  -0.49
O -0.860 0.787 -2.414  0.06
N -0.947 0.502 -0.178  0.11
C -0.170 1.676 0.151  -0.11
C 0.922 1.410 1.152  -0.21
C 2.169 1.999 0.988  -0.05
C 3.173 1.797 1.918  -0.09
C 2.947 0.988 3.018  -0.09
C 1.706 0.402 3.193  -0.09
C 0.696 0.620 2.272  -0.06
C -4.182 -0.530 -0.184  -0.05
C -3.913 0.923 0.017  -0.27
C -3.655 1.651 1.142  -0.03
C -3.466 2.987 0.712  -0.07
C -3.624 2.970 -0.639  -0.11
O -3.895 1.729 -1.067  0.05
C 2.559 -0.291 -1.451  0.04
H 3.906 2.189 -3.225  0.08
H 3.836 0.645 -4.069  0.09
H 2.347 1.369 -3.465  0.08
H 5.601 1.155 -1.606  0.11
H 5.785 -0.110 0.534  0.11
H 1.996 -1.899 1.358  0.14
H 0.292 -3.923 1.087  0.13
H -0.294 -2.394 1.740  0.12
H -1.502 -3.481 -0.820  0.11
H -1.983 -4.190 0.730  0.13
H -2.927 -0.764 -2.408  0.14
H -1.606 -1.833 -1.923  0.11
H -1.401 0.018 0.581  0.12
H -0.839 2.453 0.552  0.12
H 0.253 2.041 -0.788  0.13
H 2.353 2.620 0.124  0.12
H 4.136 2.264 1.778  0.11
H 3.734 0.819 3.738  0.10
H 1.520 -0.222 4.056  0.10
H -0.276 0.176 2.437  0.11
H -4.669 -0.936 0.706  0.13
H -4.834 -0.651 -1.055  0.14
H -3.612 1.279 2.146  0.12
H -3.251 3.838 1.327  0.10
H -3.569 3.743 -1.378  0.12
H 1.618 -0.378 -1.967  0.11

---

[2]
Computed, not measured: a molecular structure, C17H23N5O2SZr at a distorted geometry, with ωB97M-V/def2-TZVPD.

Properties
**Strongest force on any atom**: 17.04 eV Å⁻¹
**Highest occupied orbital energy (alpha / beta)**: -20.718 / -20.718 eV
**ΔE to the lowest compared entry with this formula, charge and spin**: 8.968 eV
**LUMO energy (alpha / beta)**: -15.19 / -15.19 eV
**Total charge**: +4

Each line ends with the Löwdin charge.
CARTESIAN COORDINATES (ANGSTROEM)
N -0.146 2.967 0.167  0.03
C 0.036 4.166 -0.450  -0.15
C 0.155 5.568 -0.179  -0.11
H -0.812 6.135 -0.119  0.12
H 0.801 6.282 -0.742  0.11
H 0.537 5.655 0.879  0.13
N 2.789 -1.487 -0.166  0.09
C 3.295 -2.205 -1.051  -0.10
C 4.538 -3.183 -0.996  -0.06
H 5.451 -2.903 -1.568  0.09
H 4.423 -4.254 -1.262  0.09
H 4.929 -3.229 0.060  0.10
N -2.638 -1.693 -0.076  0.08
C -3.671 -2.017 -0.588  -0.16
C -5.031 -2.631 -0.334  -0.05
H -4.934 -3.365 0.512  0.11
H -5.575 -3.203 -1.111  0.10
H -5.793 -1.913 0.045  0.11
Zr -0.225 0.142 -3.335  1.67
C 0.008 -1.646 0.980  -0.48
O 0.349 -2.703 0.566  0.24
C 2.767 1.529 -0.260  0.04
O 2.541 1.044 0.803  -0.13
C 0.576 1.502 -4.629  -0.10
C -0.936 1.579 -4.587  -0.14
C -1.752 0.314 -4.666  -0.11
C -1.057 -1.034 -4.764  -0.11
C 0.448 -1.107 -4.793  -0.15
C 1.261 0.167 -4.733  -0.11
H 1.148 2.419 -4.533  0.16
H -1.400 2.546 -4.464  0.15
H -2.828 0.342 -4.615  0.15
H -1.662 -1.931 -4.758  0.16
H 0.974 -2.053 -4.800  0.15
H 2.345 0.090 -4.704  0.16
C 1.430 -0.496 5.224  0.01
N 0.769 -0.818 3.950  0.04
C -0.204 -0.119 3.369  -0.38
S -0.354 -0.148 1.464  1.13
N -1.044 0.689 4.016  0.05
C -1.403 0.636 5.453  0.02
H 1.188 0.523 5.548  0.11
H 2.514 -0.571 5.075  0.12
H 1.138 -1.218 5.998  0.12
H 1.261 -1.456 3.325  0.15
H -1.676 1.201 3.399  0.16
H -1.103 1.566 5.963  0.13
H -2.495 0.539 5.538  0.13
H -0.933 -0.218 5.951  0.10

---

[3]
Computed, not measured: a molecular structure, C37H33AsMnN6S2 at a distorted geometry, with ωB97M-V/def2-TZVPD.

Properties
**Strongest force on any atom**: 4.02 eV Å⁻¹
**Spin multiplicity**: 4
**Highest occupied orbital energy (alpha / beta)**: -13.005 / -12.545 eV
**Expectation value of S²**: 4.07
**LUMO energy (alpha / beta)**: -6.36 / -6.58 eV
**Total charge**: +2

Each line ends with the Löwdin charge.
CARTESIAN COORDINATES (ANGSTROEM)
Mn 11.653 10.868 13.250  0.38
C 13.107 10.818 8.591  -0.05
C 11.999 10.026 8.764  -0.03
C 11.040 10.324 9.734  -0.04
C 11.092 11.489 10.458  -0.31
C 12.181 12.329 10.246  -0.07
C 13.216 11.946 9.394  -0.05
N 10.155 11.735 11.617  -0.33
C 9.122 10.678 11.656  -0.28
C 7.821 10.878 11.196  -0.05
C 6.839 9.908 11.269  -0.02
C 7.198 8.629 11.688  -0.05
C 8.435 8.413 12.145  0.00
C 9.491 9.382 12.042  -0.22
N 10.870 9.193 12.282  -0.10
N 11.620 8.159 12.018  0.16
C 13.005 8.329 12.489  -0.28
C 13.845 7.168 12.666  0.02
C 15.056 7.426 13.259  -0.05
C 15.614 8.709 13.464  -0.04
C 14.767 9.767 13.274  -0.09
N 13.447 9.545 12.818  0.04
H 13.889 10.608 7.935  0.10
H 11.934 9.069 8.282  0.12
H 10.119 9.693 9.970  0.14
H 12.310 13.256 10.819  0.10
H 14.182 12.451 9.431  0.12
H 7.519 11.889 10.937  0.10
H 5.800 10.092 11.024  0.13
H 6.455 7.846 11.631  0.13
H 8.737 7.417 12.483  0.13
H 13.526 6.158 12.473  0.12
H 15.670 6.556 13.556  0.13
H 16.610 8.839 13.930  0.13
H 14.924 10.756 13.722  0.12
S 12.130 12.713 14.612  0.57
C 11.098 12.426 16.086  -0.64
C 11.133 13.367 17.127  -0.14
C 10.417 13.244 18.310  -0.05
C 9.710 12.064 18.540  -0.05
C 9.799 11.025 17.622  -0.12
C 10.413 11.181 16.402  -0.44
As 10.968 9.739 15.358  1.35
C 9.494 8.398 15.327  -0.37
C 9.636 7.040 15.125  -0.14
C 8.585 6.119 15.319  -0.05
C 7.357 6.636 15.688  -0.08
C 7.168 7.977 15.945  -0.07
C 8.213 8.858 15.642  -0.13
C 12.437 8.803 16.366  -0.32
C 13.678 9.389 16.209  -0.15
C 14.800 8.790 16.769  -0.08
C 14.718 7.516 17.357  -0.03
C 13.392 6.937 17.490  -0.04
C 12.252 7.580 16.982  -0.10
H 11.727 14.231 16.985  0.09
H 10.465 14.157 18.940  0.13
H 9.195 11.908 19.484  0.12
H 9.416 10.076 17.834  0.09
H 10.571 6.628 14.780  0.10
H 8.851 5.098 15.258  0.11
H 6.591 5.891 16.013  0.13
H 6.235 8.421 16.341  0.13
H 8.087 9.967 15.945  0.10
H 13.719 10.411 15.846  0.08
H 15.763 9.271 16.710  0.11
H 15.595 7.016 17.768  0.11
H 13.329 5.985 18.016  0.11
H 11.187 7.201 17.148  0.13
C 7.933 13.129 15.168  0.01
N 8.403 12.971 13.769  0.04
C 9.123 13.822 13.132  -0.62
N 9.364 15.037 13.584  0.20
S 9.591 13.399 11.440  1.14
H 7.053 13.773 15.106  0.11
H 8.767 13.534 15.802  0.10
H 7.589 12.180 15.536  0.08
H 8.208 12.117 13.303  0.10
H 8.677 15.532 14.104  0.13
H 10.045 15.644 13.181  0.13

---

[4]
Computed, not measured: a molecular structure, C24H22FNO4S at a distorted geometry, with ωB97M-V/def2-TZVPD.

Properties
**Strongest force on any atom**: 4.64 eV Å⁻¹
**Highest occupied orbital energy**: -8.099 eV
**LUMO energy**: -0.13 eV
**Total charge**: 0

Each line ends with the Löwdin charge.
CARTESIAN COORDINATES (ANGSTROEM)
C 3.398 3.805 -1.083  -0.07
C 3.005 2.383 -1.209  -0.20
O 1.727 2.243 -0.484  -0.05
C 1.184 1.014 -0.672  -0.45
C -0.290 1.105 -0.312  -0.24
F -0.936 0.263 -1.162  0.02
S -0.996 2.834 -0.722  0.80
C -2.751 2.651 -0.997  -0.28
C -3.309 3.130 -2.186  -0.03
C -4.676 2.911 -2.410  -0.07
C -5.456 2.294 -1.457  -0.08
C -4.907 1.918 -0.244  -0.06
C -3.552 2.159 0.026  -0.06
O -0.843 3.671 0.448  -0.30
O -0.450 3.295 -2.013  -0.30
O 1.733 0.069 -1.305  0.10
H 4.353 4.009 -1.562  0.08
H 2.632 4.443 -1.551  0.09
H 3.491 4.097 -0.025  0.09
H 2.826 2.060 -2.243  0.13
H 3.696 1.683 -0.704  0.13
H -2.650 3.595 -2.916  0.11
H -5.086 3.207 -3.375  0.11
H -6.491 2.053 -1.664  0.11
H -5.491 1.409 0.511  0.11
H -3.104 1.935 0.994  0.10
C -1.375 -0.039 1.836  -0.06
C 0.032 -0.069 1.207  -0.13
N 0.584 -1.376 1.204  0.04
C 1.933 -1.750 1.462  -0.13
C 2.992 -1.059 2.018  -0.02
C 4.256 -1.690 2.111  -0.07
C 4.445 -3.000 1.609  -0.08
C 3.383 -3.689 1.026  -0.02
C 2.126 -3.088 0.990  -0.11
C 0.865 -3.554 0.508  -0.11
C -0.096 -2.513 0.712  -0.12
C -1.427 -2.706 0.378  -0.01
C -1.813 -3.932 -0.183  -0.07
C -0.869 -4.943 -0.415  -0.09
C 0.478 -4.758 -0.081  -0.01
H -1.424 0.895 2.404  0.08
H -2.147 0.036 1.027  0.06
H -1.599 -0.904 2.536  0.11
H 0.750 0.614 1.704  0.14
H 2.813 -0.038 2.386  0.11
H 5.084 -1.156 2.582  0.10
H 5.428 -3.459 1.669  0.10
H 3.493 -4.675 0.592  0.11
H -2.148 -1.918 0.592  0.09
H -2.863 -4.072 -0.421  0.10
H -1.193 -5.878 -0.867  0.10
H 1.235 -5.514 -0.268  0.11

---

[5]
Computed, not measured: C20H21ClN2O4S in the gas phase, with ωB97M-V/def2-TZVPD.

Properties
**Strongest force on any atom**: 0.65 eV Å⁻¹
**Highest occupied orbital energy**: -8.503 eV
**ΔE to the lowest compared entry with this formula, charge and spin**: 0.148 eV
**SMILES string**: COc1cc(CN2CC(=O)N(c3cc(Cl)ccc3C)C2=S)cc(OC)c1OC
**LUMO energy**: 0.57 eV
**Total charge**: 0

Each line ends with the Löwdin charge.
CARTESIAN COORDINATES (ANGSTROEM)
C -3.235 -3.387 -0.831  -0.06
O -2.386 -2.319 -0.467  -0.06
C -2.878 -1.108 -0.114  -0.18
C -1.900 -0.212 0.323  0.05
C -2.210 1.081 0.698  -0.20
C -1.120 2.028 1.139  -0.12
N 0.072 1.887 0.349  -0.11
C 0.104 2.162 -1.061  -0.01
C 1.468 1.634 -1.485  -0.39
O 1.963 1.662 -2.580  0.12
N 2.025 1.106 -0.347  0.05
C 3.277 0.439 -0.288  -0.19
C 3.284 -0.905 0.058  -0.06
C 4.490 -1.577 0.133  -0.66
Cl 4.506 -3.248 0.563  0.68
C 5.679 -0.921 -0.142  -0.09
C 5.650 0.418 -0.484  -0.03
C 4.458 1.129 -0.558  -0.19
C 4.447 2.582 -0.911  -0.02
C 1.177 1.227 0.748  -0.77
S 1.513 0.712 2.263  0.74
C -3.535 1.484 0.688  0.04
C -4.532 0.604 0.293  -0.21
O -5.826 1.073 0.302  -0.10
C -6.730 0.362 1.131  -0.06
C -4.215 -0.688 -0.157  -0.14
O -5.216 -1.530 -0.620  -0.14
C -5.836 -1.100 -1.819  -0.06
H -3.706 -3.216 -1.803  0.09
H -4.006 -3.563 -0.080  0.10
H -2.581 -4.256 -0.898  0.10
H -0.884 -0.574 0.353  0.12
H -1.473 3.062 1.077  0.13
H -0.835 1.813 2.175  0.09
H -0.695 1.640 -1.601  0.14
H 0.018 3.233 -1.271  0.15
H 2.358 -1.415 0.273  0.11
H 6.615 -1.453 -0.084  0.11
H 6.578 0.929 -0.691  0.11
H 4.041 2.718 -1.914  0.08
H 5.453 2.990 -0.885  0.08
H 3.822 3.142 -0.216  0.09
H -3.823 2.476 0.999  0.13
H -6.431 0.445 2.181  0.10
H -6.795 -0.694 0.861  0.09
H -7.698 0.838 0.989  0.09
H -6.620 -1.827 -2.025  0.10
H -5.119 -1.091 -2.648  0.10
H -6.274 -0.104 -1.719  0.09

---

[6]
Computed, not measured: CClNS in the gas phase at a distorted geometry, with ωB97M-V/def2-TZVPD.

Properties
**Strongest force on any atom**: 1.54 eV Å⁻¹
**Highest occupied orbital energy (alpha / beta)**: -10.119 / -10.064 eV
**ΔE to the lowest compared entry with this formula, charge and spin**: 4.397 eV
**LUMO energy (alpha / beta)**: -3.29 / -3.32 eV
**Total charge**: 0

Each line ends with the Löwdin charge.
CARTESIAN COORDINATES (ANGSTROEM)
C -2.026 0.320 0.111  -0.14
N -0.944 -0.111 -0.124  -0.34
S 2.019 0.666 0.049  0.14
Cl 0.952 -0.875 -0.037  0.34

---

[7]
Computed, not measured: a molecular structure, C17H15N3O3 at a distorted geometry, with ωB97M-V/def2-TZVPD.

Properties
**Strongest force on any atom**: 18.20 eV Å⁻¹
**Highest occupied orbital energy**: -7.909 eV
**ΔE to the lowest compared entry with this formula, charge and spin**: 14.078 eV
**LUMO energy**: 0.15 eV
**Total charge**: 0

Each line ends with the Löwdin charge.
CARTESIAN COORDINATES (ANGSTROEM)
C 3.614 0.241 -7.254  0.01
C 2.883 0.767 -5.882  -0.60
O 2.893 1.839 -5.483  0.12
N 2.234 -0.211 -5.357  0.10
C 1.548 0.003 -4.176  -0.25
C 1.510 0.947 -3.447  -0.13
C 0.924 0.845 -2.256  0.01
C 0.035 -0.251 -1.855  -0.23
C 0.196 -1.420 -2.651  -0.11
C 0.974 -1.375 -3.716  0.00
H 0.965 -2.472 -4.449  0.19
H -0.276 -2.404 -2.413  0.11
O -0.505 -0.041 -0.571  -0.07
C -1.103 -1.527 -0.051  0.08
C -1.696 -1.019 1.240  -0.34
N -2.661 -1.506 1.707  0.18
N -2.740 -0.887 3.072  0.19
C -1.641 -0.389 3.244  -0.44
C -1.519 0.267 4.528  -0.14
C -2.202 0.195 5.535  -0.11
C -1.953 1.016 6.650  -0.01
C -0.596 1.402 6.734  -0.17
C 0.171 1.448 5.743  -0.19
C -0.027 0.775 4.556  0.11
H 0.276 0.966 3.642  0.05
H 1.113 2.053 5.919  0.13
H -0.294 2.214 7.797  0.20
H -2.738 0.867 7.538  0.15
H -3.086 -0.237 5.394  0.09
O -0.837 -0.461 2.248  0.16
H -1.983 -1.897 -0.703  0.17
H -0.328 -2.089 -0.003  0.05
H 0.558 1.710 -1.612  0.14
H 1.917 1.951 -3.758  0.16
H 2.314 -1.108 -5.885  0.16
H 4.165 -0.672 -7.127  0.04
H 2.686 0.050 -8.033  0.13
H 4.262 0.939 -7.713  0.04

---

[8]
Computed, not measured: a molecular structure, C6H9NO at a distorted geometry, with ωB97M-V/def2-TZVPD.

Properties
**Strongest force on any atom**: 1.34 eV Å⁻¹
**Highest occupied orbital energy**: -7.372 eV
**ΔE to the lowest compared entry with this formula, charge and spin**: 4.417 eV
**LUMO energy**: 0.56 eV
**Total charge**: 0

Each line ends with the Löwdin charge.
CARTESIAN COORDINATES (ANGSTROEM)
C 0.003 -1.439 1.688  -0.06
C -0.951 1.564 -1.559  -0.04
C -0.150 0.874 0.815  -0.36
C -0.124 0.776 -0.600  -0.23
C 1.388 -1.187 -1.491  0.03
O 0.711 -0.349 1.085  -0.15
N -0.555 1.664 1.703  0.17
C 0.658 -0.316 -0.827  -0.06
H -0.334 1.367 2.648  0.06
H -0.406 -1.135 2.654  0.09
H 0.711 -2.252 1.844  0.09
H -0.815 -1.779 1.047  0.10
H -1.352 0.914 -2.342  0.08
H -1.786 2.044 -1.045  0.08
H -0.366 2.350 -2.047  0.08
H 1.680 -0.965 -2.510  0.06
H 1.689 -2.132 -1.062  0.06

---

[9]
Computed, not measured: a molecular structure, C6H9AuMgO5 at a distorted geometry, with ωB97M-V/def2-TZVPD.

Properties
**Strongest force on any atom**: 10.26 eV Å⁻¹
**Spin multiplicity**: 4
**Highest occupied orbital energy (alpha / beta)**: -11.439 / -12.791 eV
**Expectation value of S²**: 3.77
**ΔE to the lowest compared entry with this formula, charge and spin**: 1.812 eV
**LUMO energy (alpha / beta)**: -3.82 / -6.34 eV
**Total charge**: +1

Each line ends with the Löwdin charge.
CARTESIAN COORDINATES (ANGSTROEM)
O -0.223 -2.763 -0.331  -0.12
C -0.357 -2.575 1.005  -0.15
C -1.391 -1.730 1.407  -0.12
O -1.855 -0.811 0.487  -0.39
Mg -0.711 -1.073 -1.165  0.91
H -0.128 -3.434 1.652  0.15
H -2.146 -2.076 2.121  0.15
O -0.444 1.810 1.082  -0.28
C 0.518 0.920 1.490  -0.31
C 1.506 0.429 0.477  -0.15
O 0.935 0.226 -0.822  -0.26
C 0.852 1.352 -1.718  -0.16
C -0.396 1.176 -2.509  -0.18
O -1.469 0.748 -1.822  -0.34
Au -1.799 1.014 0.097  1.21
H 1.089 1.263 2.374  0.15
H 2.355 1.113 0.358  0.14
H 1.748 1.398 -2.355  0.15
H 0.818 2.259 -1.087  0.14
H -0.536 1.694 -3.463  0.13
H 1.698 -0.768 0.860  0.20
H -0.063 -0.174 1.862  0.14